1.
Here is a structure of composition C25H52ClF5IN6O10PSi2 at a distorted geometry from the Open Molecules 2025 dataset. Energies are from wB97M-V/def2-TZVPD.

```
103
Properties=species:S:1:pos:R:3:mulliken_charge:R:1
C 8.226 0.347 3.721 -0.606
H -1.791 -1.916 0.575 0.331
N -8.015 -3.889 -7.538 -0.145
H -1.672 -2.445 -1.300 0.381
H -6.929 -6.421 -7.766 0.367
C -7.172 -4.575 -6.714 0.761
C 1.051 -1.363 -0.410 -0.349
O 0.200 5.896 -0.788 -0.369
O -1.659 5.065 -0.521 -0.047
C -1.276 3.161 3.905 0.786
H 10.922 -4.040 7.284 0.343
Si -3.209 -0.347 -0.996 -0.926
H 2.487 1.336 -0.691 -0.060
O -1.925 3.846 3.117 -0.648
H -3.323 -1.519 -3.215 0.487
C 5.834 -0.944 2.533 -1.054
O -1.902 4.338 -3.599 -0.474
H 9.230 0.339 3.289 0.265
Si -3.043 2.599 -1.054 0.592
C -4.880 3.204 -1.401 -0.483
H 0.922 -2.522 -0.308 0.389
F -5.854 0.960 0.619 -0.215
H -2.418 4.982 -3.017 0.346
H -5.244 3.627 -0.345 0.410
C -1.666 1.752 4.250 -1.208
H -5.060 1.221 -5.615 0.378
H -8.966 -5.514 -8.504 0.335
H 7.927 -4.584 5.314 0.288
N -0.401 5.156 0.008 0.118
H -3.354 1.501 -4.866 0.205
C 2.154 -0.926 -1.584 0.374
H 11.234 -2.422 7.965 0.285
C 6.224 0.465 2.188 0.659
O 1.859 -0.902 -2.901 -0.545
H -0.378 -0.086 -1.816 0.066
H 7.922 -0.673 3.956 0.198
C -2.367 3.981 0.179 -0.113
F -4.304 -0.220 2.180 -0.200
H -2.369 0.072 -3.474 0.341
C -8.964 -4.424 -8.485 -0.849
N -4.930 4.389 -2.351 -0.523
H 8.627 -4.390 6.932 0.356
C -7.200 -6.076 -6.764 -1.331
C -4.760 -1.212 -0.154 0.929
C -0.354 -0.580 -0.743 0.009
H -0.869 1.062 3.963 0.387
H 0.422 2.023 5.672 0.332
O 3.551 -0.544 -1.193 -0.333
C -5.352 -0.339 1.123 0.632
N 10.339 -2.382 6.107 -0.151
H -6.474 -6.480 -6.052 0.277
H -8.193 -6.441 -6.490 0.368
H -8.704 -4.043 -9.476 0.283
H 1.730 3.035 5.006 0.279
O 8.575 -2.217 4.729 -0.597
C -4.752 0.212 -3.530 -0.157
H -1.873 1.673 5.320 0.440
H 8.234 0.945 4.636 0.276
C 8.834 -4.310 5.862 -1.347
C 4.655 1.802 -1.446 -1.000
C 9.224 -2.902 5.517 0.746
H 4.977 2.722 -0.766 0.249
H -5.092 5.249 -1.748 0.276
H -0.456 0.305 0.048 -0.030
O -6.421 -3.959 -5.960 -0.571
H 0.734 3.641 6.353 0.284
H 7.537 1.938 2.497 0.232
H -4.829 2.504 -4.192 0.014
H 5.627 -1.023 3.604 0.355
H 4.927 -1.218 1.986 0.173
H 12.230 -3.028 6.618 0.287
F -4.326 -2.530 0.445 -0.335
H 5.605 1.166 -1.709 0.234
H 0.037 4.634 4.213 0.243
O -2.925 1.122 -0.164 -0.245
C -1.709 -1.538 -0.540 -0.741
Cl 0.321 2.750 -2.135 -0.239
I -5.650 -1.406 -4.781 0.148
H 1.471 -0.901 0.603 0.224
H -5.561 0.431 -2.716 0.310
H -9.958 -4.062 -8.210 0.279
H -1.571 3.416 0.867 -0.005
H 6.631 -1.634 2.246 0.325
O 5.575 1.149 1.400 -0.654
H 3.949 0.755 0.459 0.157
H -5.610 2.331 -1.662 0.220
C -4.495 1.456 -4.591 -0.662
H 9.631 -5.001 5.575 0.363
P -1.724 2.788 -2.816 0.281
H -2.573 1.479 3.702 0.109
C -3.318 -0.366 -2.896 -0.676
N -0.161 3.681 4.495 -0.146
H 10.537 -1.429 5.825 0.225
C 0.726 3.043 5.438 -0.845
H 4.212 2.240 -2.462 0.286
H -7.939 -2.883 -7.447 0.194
F -6.511 -1.105 1.671 -0.262
H -5.735 4.334 -3.018 0.236
F -5.831 -1.549 -1.121 -0.268
C 11.226 -3.019 7.050 -0.869
H -3.234 4.357 0.877 0.303
N 7.339 0.985 2.778 -0.146
C 3.555 0.832 -0.658 0.402
```

The total charge is 0. The gap between HOMO and LUMO comes out at 8.4448 eV.

2.
Here is the ion C5H9FIN2O3S with charge -1 at a distorted geometry from the Open Molecules 2025 dataset. Energies are from wB97M-V/def2-TZVPD.

```
22
Properties=species:S:1:pos:R:3:mulliken_charge:R:1
H -2.498 0.767 1.769 0.308
O -1.611 0.955 -0.927 -0.473
S 2.275 0.565 -0.257 0.941
O 2.557 1.693 -1.109 -0.666
I 4.779 -0.742 -0.413 -0.079
N -0.128 2.703 -0.525 -0.869
C -1.557 -1.550 -0.591 -1.182
C -2.036 -0.240 -0.194 0.450
H -1.679 -1.739 -1.623 0.381
F 2.269 -2.032 -0.284 -0.204
C 2.763 -0.992 -1.092 -0.341
H 0.851 2.846 -0.501 0.356
H -0.782 0.185 1.495 0.117
H -3.034 -0.096 -0.462 0.371
C -1.928 -0.059 1.305 -0.950
H -1.980 -2.385 0.079 0.307
H -0.505 -1.585 -0.513 0.173
N 2.376 0.819 1.248 -0.658
O 0.453 0.434 -0.354 -0.266
H -2.117 -1.039 1.741 0.362
C -0.423 1.461 -0.552 0.694
H 1.953 0.030 1.760 0.229
```

The energy above the lowest of the compared OMol25 structures with the same formula, charge and spin is 57.0 kcal per mole. The total charge is -1. The gap between HOMO and LUMO comes out at 7.5029 eV.

3.
Here is the molecule C16H15FN2OS at a distorted geometry from the Open Molecules 2025 dataset. Energies are from wB97M-V/def2-TZVPD.

```
36
Properties=species:S:1:pos:R:3:mulliken_charge:R:1
H -1.751 -2.433 -0.100 0.398
C 3.339 0.153 -1.048 -0.263
H 3.150 -0.099 -2.080 0.349
H 2.455 3.189 -1.523 0.451
C -1.552 0.915 0.271 0.532
H 1.741 1.765 -2.329 0.358
C 0.627 -2.264 -1.473 -1.399
C 3.807 0.800 1.612 -0.612
H -3.405 -1.577 1.579 0.428
C -0.180 -1.173 -0.849 0.476
H 2.629 2.540 1.232 0.377
H -5.858 -1.564 1.147 0.317
N 0.311 0.054 -0.961 -0.228
C -2.205 2.034 0.826 -0.555
C -2.075 -0.375 0.390 1.217
H 1.537 -2.416 -0.892 0.210
N -2.728 2.944 1.288 -0.528
C 4.324 -0.356 1.057 0.397
H -6.372 -0.597 -0.263 0.250
H 4.525 -1.602 -0.665 0.467
H -3.586 0.187 1.813 0.451
F 5.060 -1.184 1.829 -0.335
C -5.697 -0.633 0.590 -0.783
C 1.971 2.223 -1.369 -0.968
C -3.399 -0.600 1.067 -1.250
O -4.396 -0.570 0.067 -0.282
H 0.924 -1.976 -2.479 0.334
C -1.371 -1.427 -0.176 -0.674
H -5.898 0.217 1.253 0.326
C -0.333 1.066 -0.418 0.389
S 0.382 2.655 -0.569 -0.191
H 3.999 1.032 2.648 0.439
C 3.049 1.636 0.814 -0.234
C 2.805 1.321 -0.517 0.349
C 4.104 -0.692 -0.266 -0.631
H 0.067 -3.193 -1.508 0.419
```

The total charge is 0. As for the SMILES: COCc1cc(C)nc(SCc2ccc(F)cc2)c1C#N. The gap between HOMO and LUMO comes out at 8.8577 eV.

4.
Here is the molecule C3H4N2O at a distorted geometry from the Open Molecules 2025 dataset. Energies are from wB97M-V/def2-TZVPD.

```
10
Properties=species:S:1:pos:R:3:mulliken_charge:R:1
N 1.730 0.536 0.010 -0.605
H -0.801 0.039 -1.531 0.253
H 1.703 -1.465 0.887 0.342
H -0.634 1.413 -0.337 0.277
C -0.782 0.334 -0.487 -0.279
C -2.074 0.100 0.052 0.316
H 2.686 0.423 0.304 0.237
O -0.014 -0.754 0.182 -0.300
N -3.083 -0.030 0.560 -0.361
C 1.268 -0.596 0.361 0.119
```

The energy above the lowest of the compared OMol25 structures with the same formula, charge and spin is 50.6 kcal per mole. The total charge is 0. As for the SMILES: [H]/N=C/OCC#N. The gap between HOMO and LUMO comes out at 11.4907 eV.

What molar mass values result from the calculations? In sequence: 941.22; 323.11; 302.37; 84.08 g mol⁻¹.
What HOMO energy values result from the calculations? In sequence: -8.2; -4.7; -8.7; -10.7 eV.
What E values result from the calculations? In sequence: -4242.06474; -1326.80871; -1301.49254; -301.40666 a.u..